Entry 1:
This record from the OMol25 dataset describes the molecule C2H4N2OS2 at a distorted geometry. The level of theory is wB97M-V/def2-TZVPD.

```
11
Properties=species:S:1:pos:R:3:forces:R:3
N 2.2486 0.1927 0.6794 0.220 -1.919 0.324
C 1.1352 -0.2299 0.0560 -0.762 -0.298 -0.008
S 0.6166 -1.7482 -0.3614 0.934 0.753 0.411
C 0.2833 1.0210 -0.2444 -0.462 -1.398 0.660
O 0.8636 2.0664 -0.3390 0.240 1.330 -0.651
N -1.0876 0.9413 -0.2822 -0.018 -0.027 -0.769
S -2.2046 -0.2353 0.2669 0.697 0.593 0.839
H 2.4734 1.1612 0.5531 0.138 0.375 0.279
H 2.8925 -0.4842 1.1238 -0.615 0.810 -0.831
H -1.5168 1.7618 -0.6867 0.122 0.129 0.286
H -1.9884 0.0815 1.5836 -0.494 -0.351 -0.540
```
Forces are in eV/Å.

Its gap between HOMO and LUMO is 8.18 eV. Its multiplicity is 1. The value obtained for the energy relative to the best compared isomer or geometry (same formula, charge and spin) is 49.3 kJ/mol.

=====

Entry 2:
This record from the OMol25 dataset describes C30H34FeNO4Si as an isolated structure at a distorted geometry. The level of theory is wB97M-V/def2-TZVPD.

```
71
Properties=species:S:1:pos:R:3:forces:R:3
C 1.3627 0.6280 -5.7283 -0.090 -0.021 -0.102
Si 0.0321 1.1816 -4.5347 0.481 0.479 0.022
C 0.7857 2.3861 -3.3145 -0.026 0.158 0.015
C -1.3832 1.9555 -5.4666 -0.101 0.029 -0.148
O -0.5577 -0.1776 -3.7462 -0.407 -1.039 0.447
C -0.6246 -0.4615 -2.3608 0.585 0.793 -0.520
C 0.7958 -0.6847 -1.7998 -0.396 -0.545 0.583
C 1.9015 -0.9189 -2.6256 0.094 0.492 0.059
C 3.1925 -0.8449 -2.0773 -0.296 -0.327 0.125
C 3.3555 -0.7794 -0.6897 -0.046 0.240 -0.061
C 2.2340 -0.7901 0.1506 -0.133 -0.247 -0.069
C 0.9532 -0.7816 -0.4073 0.429 0.257 -0.213
C -1.4916 0.6272 -1.6941 0.525 0.571 0.131
C -0.9868 1.5120 -0.7327 -0.496 0.216 -0.084
C -1.7756 2.5809 -0.2717 0.256 -0.245 -0.035
C -3.0489 2.7995 -0.7938 -0.145 0.053 -0.123
C -3.5471 1.9483 -1.7888 0.347 -0.207 0.083
C -2.7668 0.8715 -2.2236 -0.220 0.364 0.219
C -1.3338 -1.8146 -2.1717 0.631 -1.073 0.286
C -0.6267 -3.0504 -2.7571 -0.226 0.144 -0.365
C -1.7882 -4.0201 -3.0588 0.397 -0.416 0.389
C -3.0293 -3.1386 -3.2391 0.404 -0.366 -0.646
N -2.6619 -1.8703 -2.6603 -0.699 -1.290 0.945
H 1.7018 1.5202 -6.2792 -0.057 -0.306 0.057
H 2.2386 0.1819 -5.2377 -0.236 0.224 -0.142
H 0.9685 -0.0977 -6.4538 0.131 0.188 0.094
H 1.3979 3.0879 -3.9020 -0.125 -0.103 0.201
H 0.0291 2.9679 -2.7700 0.204 -0.109 -0.178
H 1.4447 1.9032 -2.5781 -0.144 0.130 -0.248
H -1.0447 2.8914 -5.9437 -0.152 -0.323 0.131
H -1.7419 1.2800 -6.2579 0.080 0.207 0.157
H -2.2342 2.1935 -4.8130 0.245 -0.012 -0.123
H 1.7616 -1.1507 -3.6883 0.075 0.561 0.480
H 4.0628 -0.8385 -2.7425 -0.349 -0.247 0.322
H 4.3605 -0.7355 -0.2599 -0.395 0.004 -0.162
H 2.3442 -0.7978 1.2402 0.033 -0.076 -0.446
H 0.0626 -0.8297 0.2270 0.391 0.271 -0.043
H 0.0441 1.4136 -0.3978 -0.370 0.057 0.037
H -1.3623 3.2551 0.4880 -0.220 -0.264 -0.377
H -3.6479 3.6547 -0.4565 0.291 -0.435 -0.120
H -4.5244 2.1186 -2.2467 0.322 -0.002 0.233
H -3.1476 0.2367 -3.0261 0.141 0.583 -0.016
H -1.3935 -1.9746 -1.0660 -0.201 0.345 -0.403
H -0.0932 -2.7779 -3.6759 -0.098 0.000 0.238
H 0.0915 -3.4506 -2.0301 -0.219 0.102 -0.346
H -1.5914 -4.6342 -3.9430 -0.108 0.101 0.259
H -1.9300 -4.6877 -2.1948 -0.069 0.141 -0.348
H -3.2323 -2.9898 -4.3092 -0.133 0.123 0.044
H -3.9391 -3.5564 -2.7869 0.103 0.409 -0.044
H -3.3821 -1.3601 -2.1632 -0.009 0.404 -0.152
O 1.0032 1.2221 9.6166 -0.090 -0.202 -2.192
C 0.9875 1.0244 8.4705 0.588 -0.109 4.995
Fe 0.8864 0.8499 6.7357 -1.007 -0.690 0.511
C -0.7323 1.4839 6.9369 -4.582 1.428 -0.187
O -1.7735 1.9835 7.0996 2.169 -0.897 -0.139
C 1.4858 2.5019 6.5894 2.837 4.504 -2.091
O 1.9596 3.5432 6.3529 -1.389 -2.441 0.949
C 0.5265 0.1388 4.5343 -1.359 -0.410 -1.194
C 1.8941 0.2872 4.3377 1.037 0.109 -0.984
C 2.8795 0.0268 5.2605 0.756 0.244 -0.705
C 2.6948 -0.4013 6.5748 1.842 -0.642 0.632
C 1.6533 -1.1926 7.0807 0.280 -0.196 0.368
C 0.4428 -1.4588 6.4748 -0.424 -2.249 0.876
C -0.1168 -0.6629 5.4804 -0.621 0.824 -1.279
H -0.1306 0.6328 3.8091 0.224 -0.192 0.293
H 2.2127 0.7159 3.3842 -0.102 -0.007 0.295
H 3.9038 0.2646 4.9617 -0.289 0.099 0.194
H 3.5476 -0.2583 7.2492 -0.327 -0.186 -0.314
H 1.8414 -1.6824 8.0374 -0.059 0.201 -0.134
H -0.2083 -2.2133 6.9406 0.305 0.567 -0.097
H -1.1917 -0.7870 5.3325 0.211 0.249 0.161
```
Forces are in eV/Å.

Its gap between HOMO and LUMO (spin up / spin down) is 5.32 / 3.57 eV. As for the total charge: +1. Its multiplicity is 5. The value obtained for the energy relative to the best compared isomer or geometry (same formula, charge and spin) is 11.8 kJ/mol.

=====

Entry 3:
This record from the OMol25 dataset describes C10H20N2PSW as an isolated structure at a distorted geometry. The level of theory is wB97M-V/def2-TZVPD.

```
35
Properties=species:S:1:pos:R:3:forces:R:3
C 0.3247 -0.0529 -4.4008 -1.572 -0.806 0.718
C -0.8902 -0.7856 -4.3943 1.143 0.980 0.066
C -0.6047 -2.1023 -3.9135 0.925 -0.358 -0.855
C 0.8113 -2.2734 -3.8802 -0.476 0.631 1.563
C 1.3976 -0.9663 -3.9799 -0.534 -0.566 0.432
W 1.3325 0.4957 -0.1019 -0.200 2.506 -1.279
P -0.0107 2.3754 -0.2827 -1.389 1.722 -1.265
H 0.4022 1.0122 -4.5821 0.206 -0.206 -0.241
H -1.8661 -0.4788 -4.7819 0.454 0.139 0.449
H -1.3755 -2.8428 -3.6606 0.569 0.196 -0.389
H 2.4290 -0.6873 -3.7272 -0.491 -0.247 -0.646
H 1.3128 -3.2046 -3.5930 -0.133 0.582 -0.103
H -1.2253 2.6778 0.4569 0.881 -0.288 -0.197
H -0.5659 2.5672 -1.5978 0.139 -0.016 0.529
H 0.6596 3.6492 -0.2030 -0.382 -0.461 0.126
C 2.4886 -0.2180 1.8075 -0.519 -0.850 2.074
N 1.1055 0.2718 2.0882 0.802 -1.385 -1.005
C 0.9434 1.2978 3.1261 0.033 0.007 0.377
C 0.0088 -0.3938 1.4433 0.692 -0.294 -1.261
S 0.3641 -1.4822 -0.0084 -0.658 -1.742 1.381
N -1.2657 -0.2437 1.8420 -0.771 0.488 0.732
C -1.6541 -0.0100 3.2538 -0.068 0.021 0.048
C -2.3329 -0.5360 0.8745 -0.239 0.067 -0.122
H 3.1513 0.1207 2.6112 -0.106 0.304 -0.354
H 2.9364 0.2352 0.8355 0.979 -0.704 0.438
H 2.5354 -1.3132 1.8580 -0.037 0.286 -0.559
H 0.1955 2.0423 2.7868 0.532 -0.386 0.494
H 0.6631 0.7961 4.0750 0.001 0.588 -0.568
H 1.9372 1.7436 3.2964 -0.602 0.112 -0.280
H -1.7341 1.0688 3.4864 0.215 -0.513 -0.023
H -2.6554 -0.4214 3.4448 0.424 -0.095 -0.299
H -0.9503 -0.5191 3.9382 -0.399 0.325 -0.357
H -2.2476 0.1098 -0.0219 0.096 -0.428 0.370
H -2.3092 -1.5948 0.5727 0.038 0.381 0.006
H -3.3114 -0.3374 1.3321 0.445 0.011 -0.001
```
Forces are in eV/Å.

Its gap between HOMO and LUMO (spin up / spin down) is 4.13 / 3.17 eV. As for the total charge: +1. Its multiplicity is 3. The value obtained for the energy relative to the best compared isomer or geometry (same formula, charge and spin) is 505.0 kJ/mol.

=====

Number 1: electronic energy -1059.724490 Ha. Number 2: electronic energy -3072.104216 Ha. Number 3: electronic energy -1308.549486 Ha.